Entry 1:
Density functional theory data (ωB97M-V/def2-TZVPD) for a structure of composition C35H52LaO2P4 at a distorted geometry.

As for the charge: +3. The calculation puts the HOMO energy (spin up / spin down) at -15.88 / -15.88 eV. The calculation puts the LUMO energy (spin up / spin down) at -10.85 / -11.63 eV. Its energy is -2911.446598 hartree. Its gap between HOMO and LUMO (spin up / spin down) is 5.03 / 4.24 eV.

Structure (XYZ):
```
94
Properties=species:S:1:pos:R:3:mulliken_charge:R:1
La 0.20 -0.29 -0.50 1.414
P -1.29 -2.87 -0.33 0.413
P 2.18 -1.77 1.32 0.665
P 1.96 -2.35 -2.10 0.818
H -0.19 5.21 -7.12 0.275
C -0.23 4.25 -7.66 -0.548
C -1.36 3.55 -7.82 -0.483
H -2.32 3.92 -7.44 0.270
C -2.96 -2.40 0.25 -1.208
C -1.08 -4.38 0.69 -1.360
C -1.81 -3.69 -1.89 -1.242
C 3.76 -0.83 1.34 -1.323
C 1.72 -1.47 3.07 -0.939
C 2.70 -3.53 1.50 -1.195
C 1.38 -2.13 -3.83 -1.285
C 2.12 -4.17 -2.05 -1.465
C 3.72 -1.87 -2.34 -1.307
H 0.68 3.97 -8.21 0.288
H -1.40 2.68 -8.49 0.356
H -3.38 -1.61 -0.38 0.423
H -2.96 -2.05 1.29 0.271
H -3.60 -3.29 0.18 0.499
H -0.86 -4.12 1.73 0.321
H -0.27 -5.01 0.30 0.360
H -2.01 -4.97 0.67 0.504
H -2.09 -2.94 -2.64 0.359
H -2.69 -4.30 -1.67 0.481
H -1.02 -4.32 -2.31 0.379
H 4.48 -1.33 2.00 0.488
H 3.57 0.18 1.71 0.300
H 4.19 -0.75 0.32 0.257
H 2.48 -1.96 3.70 0.592
H 0.74 -1.89 3.30 0.258
H 1.71 -0.39 3.30 -0.029
H 3.79 -3.60 1.61 0.412
H 2.38 -4.14 0.65 0.077
H 2.25 -3.95 2.41 0.497
H 1.89 -2.87 -4.46 0.571
H 1.60 -1.12 -4.20 0.241
H 0.29 -2.29 -3.90 0.289
H 2.25 -4.55 -3.08 0.477
H 1.23 -4.64 -1.62 0.225
H 3.00 -4.47 -1.46 0.530
H 4.11 -2.31 -3.26 0.470
H 4.33 -2.20 -1.49 0.402
H 3.80 -0.78 -2.41 0.318
C 0.06 1.32 -3.51 0.395
C 1.23 2.11 -3.67 -0.152
C 1.66 2.44 -4.94 -0.674
C 0.97 1.96 -6.06 -0.675
C -0.26 1.30 -5.92 -0.608
C -0.71 0.95 -4.66 -0.243
O -0.31 0.88 -2.32 -0.438
H 2.04 0.48 -1.34 -0.075
H 1.77 2.41 -2.78 0.490
H 2.55 3.08 -5.08 0.428
H 1.32 2.25 -7.06 0.785
H -0.88 1.09 -6.79 0.473
H -1.62 0.38 -4.51 0.504
O -0.80 0.39 1.44 0.748
P -1.08 1.31 2.66 1.021
C 0.33 2.37 2.71 0.507
C 1.39 2.17 3.61 -0.446
C 2.53 2.98 3.51 -0.868
C 2.60 3.98 2.54 -0.602
C 1.52 4.19 1.65 -0.833
C 0.39 3.38 1.74 -0.791
C -2.66 2.15 2.48 0.782
C -3.16 2.90 3.55 -0.564
C -4.44 3.45 3.49 -0.796
C -5.24 3.26 2.35 -0.523
C -4.73 2.52 1.28 -0.731
C -3.45 1.97 1.33 -0.183
C -1.20 0.37 4.17 1.093
C -1.69 -0.95 4.06 -0.629
C -1.84 -1.72 5.22 -0.550
C -1.51 -1.18 6.47 -0.613
C -1.04 0.13 6.56 -0.794
C -0.90 0.91 5.42 -0.480
H 1.33 1.43 4.40 0.366
H 3.35 2.85 4.22 0.465
H 3.45 4.65 2.50 0.465
H 1.55 4.98 0.91 0.490
H -0.46 3.55 1.08 0.533
H -2.57 3.07 4.44 0.352
H -4.85 4.01 4.34 0.430
H -6.24 3.69 2.29 0.410
H -5.34 2.36 0.39 0.417
H -3.06 1.40 0.49 0.181
H -1.91 -1.37 3.08 0.010
H -2.19 -2.74 5.13 0.464
H -1.61 -1.80 7.37 0.422
H -0.78 0.55 7.54 0.442
H -0.51 1.93 5.51 0.474
```

***

Entry 2:
Density functional theory data (ωB97M-V/def2-TZVPD) for a cluster of 3 separate species, C30H45IO10P2S in total at a distorted geometry.

As for the structure (SMILES): CCSCc1cc(C)cc2c1C(=O)c1cc(I)ccc1C2=O.CCOP(=O)(OCC)OCC.CCOP(=O)(OCC)OCC. As for the charge: 0. The calculation puts the HOMO energy at -8.70 eV. The calculation puts the LUMO energy at -1.41 eV. Its energy is -3300.741661 hartree. Its gap between HOMO and LUMO is 7.29 eV.

Structure (XYZ):
```
89
Properties=species:S:1:pos:R:3:mulliken_charge:R:1
C -3.12 1.86 -1.40 -0.631
C -2.55 0.80 -2.50 -0.268
S -1.43 1.55 -3.77 -0.153
C 0.35 1.55 -3.15 -0.451
C 0.32 2.44 -1.79 0.219
C -0.04 3.97 -1.90 -0.629
C -0.06 4.80 -0.59 0.962
C -0.40 6.38 -0.63 -1.134
C 0.27 4.21 0.82 -0.915
C 0.62 2.71 0.89 0.505
C 0.64 1.82 -0.42 0.609
C 1.03 0.26 -0.25 0.092
O 0.42 -0.68 -0.82 -0.535
C 2.26 0.00 0.77 0.200
C 3.36 -1.03 0.44 -0.078
C 4.51 -1.19 1.51 -0.401
I 6.17 -2.58 1.21 0.065
C 4.51 -0.34 2.79 -0.369
C 3.38 0.71 3.09 -0.549
C 2.23 0.88 2.07 0.188
C 1.03 1.94 2.25 0.094
O 0.45 2.17 3.34 -0.515
H -2.40 2.73 -1.21 0.075
H -4.12 2.32 -1.74 0.324
H -3.25 1.30 -0.40 0.194
H -3.49 0.31 -2.96 0.393
H -1.95 -0.01 -1.95 0.101
H 0.73 0.49 -2.98 -0.030
H 1.06 2.10 -3.86 0.455
H -0.26 4.40 -2.94 0.264
H -1.43 6.61 -1.06 0.290
H -0.26 6.83 0.43 0.292
H 0.45 6.85 -1.26 0.295
H 0.25 4.84 1.79 0.227
H 3.35 -1.64 -0.54 0.185
H 5.34 -0.43 3.56 0.291
H 3.38 1.37 4.03 0.333
C 1.20 -0.71 -6.70 -0.883
C 2.17 -1.34 -7.68 -0.426
O 3.15 -2.11 -7.02 -0.369
P 2.70 -3.54 -6.31 1.061
O 2.39 -4.30 -7.60 -0.728
O 4.21 -4.17 -6.06 -0.331
C 4.60 -5.40 -6.66 -0.339
C 5.28 -5.16 -8.00 -1.045
O 2.94 -2.76 -4.80 -0.272
C 1.88 -2.85 -3.85 0.332
C 1.39 -4.28 -3.64 -1.253
H 0.55 -1.48 -6.26 0.176
H 0.56 0.02 -7.19 0.486
H 1.73 -0.23 -5.88 0.221
H 1.64 -1.94 -8.42 0.279
H 2.69 -0.54 -8.22 0.354
H 3.74 -6.07 -6.76 0.319
H 5.30 -5.89 -5.98 0.352
H 4.69 -4.51 -8.65 0.278
H 5.47 -6.10 -8.51 0.352
H 6.24 -4.65 -7.84 0.279
H 1.05 -2.21 -4.17 0.074
H 2.25 -2.45 -2.90 0.001
H 0.92 -4.67 -4.55 0.371
H 0.66 -4.32 -2.84 0.408
H 2.23 -4.94 -3.39 0.312
C -2.56 1.66 3.76 -0.717
C -1.99 2.11 5.09 -0.366
O -2.95 1.99 6.14 -0.437
P -3.40 0.48 6.65 1.083
O -2.07 0.10 7.29 -0.716
O -4.17 0.93 8.04 -0.355
C -3.73 0.47 9.31 -0.331
C -2.75 1.45 9.93 -1.040
O -4.92 0.77 5.89 -0.242
C -5.40 -0.23 5.01 -0.150
C -5.37 -1.62 5.63 -1.150
H -2.70 0.57 3.75 0.190
H -1.89 1.92 2.94 0.188
H -3.54 2.12 3.57 0.301
H -1.09 1.54 5.34 0.269
H -1.71 3.16 5.03 0.324
H -3.29 -0.54 9.23 0.316
H -4.60 0.38 9.95 0.354
H -1.94 1.72 9.24 0.273
H -2.31 1.03 10.84 0.351
H -3.26 2.38 10.19 0.277
H -4.82 -0.22 4.08 0.197
H -6.43 0.03 4.75 0.347
H -4.34 -1.95 5.81 0.358
H -5.84 -2.35 4.96 0.389
H -5.89 -1.63 6.59 0.286
```

***

Question: Among the records above, which one has the highest charge?
Answer: C35H52LaO2P4